{"formula": "C16H28F12KN2O14S4", "method": "wB97M-V/def2-TZVPD", "species": ["K", "C", "F", "F", "F", "S", "O", "O", "N", "S", "O", "O", "C", "F", "F", "F", "C", "F", "F", "F", "S", "O", "O", "N", "S", "O", "O", "C", "F", "F", "F", "C", "O", "C", "C", "O", "C", "C", "O", "C", "H", "H", "H", "H", "H", "H", "H", "H", "H", "H", "H", "H", "H", "H", "C", "O", "C", "C", "O", "C", "C", "O", "C", "H", "H", "H", "H", "H", "H", "H", "H", "H", "H", "H", "H", "H", "H"], "xyz": [[0.9702, -4.1584, 1.7437], [-5.6293, -1.8426, -2.3276], [-6.4323, -1.1246, -3.1298], [-4.4397, -1.2442, -2.2909], [-6.1617, -1.8622, -1.1048], [-5.4447, -3.6053, -2.9239], [-4.1268, -3.9959, -2.5271], [-6.5524, -4.2716, -2.2935], [-5.7142, -3.5250, -4.5108], [-4.3132, -3.2934, -5.2681], [-3.5975, -2.1081, -4.8736], [-3.5360, -4.4863, -5.4753], [-4.9492, -2.8660, -6.9392], [-5.8915, -3.7324, -7.3557], [-5.5286, -1.6608, -6.9226], [-3.9572, -2.8683, -7.8215], [-2.6427, -2.3982, 0.8603], [-3.6075, -1.7127, 0.2901], [-3.1317, -3.1717, 1.8183], [-2.0504, -3.1579, -0.0833], [-1.3729, -1.2067, 1.5066], [-0.4898, -0.9759, 0.4103], [-2.1162, -0.1238, 2.0309], [-0.6069, -2.1616, 2.5948], [-0.9853, -1.7377, 4.0879], [-0.7222, -0.3653, 4.4008], [-2.1893, -2.2917, 4.6135], [0.3692, -2.6099, 5.0435], [0.8552, -1.8218, 5.9838], [-0.0614, -3.7401, 5.5953], [1.4254, -2.9724, 4.2570], [-1.1195, -1.0288, -3.1392], [-0.0035, -0.2150, -3.4282], [0.6287, 0.2227, -2.2517], [1.5340, 1.3914, -2.5982], [2.4027, 1.1857, -3.6938], [3.5455, 0.4456, -3.3287], [4.2499, -0.0757, -4.5718], [3.2991, -0.5067, -5.5152], [3.8578, -0.8600, -6.7262], [-1.5370, -1.4327, -4.0576], [-1.9313, -0.4420, -2.6844], [-0.8475, -1.8324, -2.4425], [1.0964, -0.6651, -1.8056], [-0.1179, 0.6681, -1.5785], [2.1237, 1.6629, -1.7065], [0.8998, 2.2487, -2.8200], [3.2422, -0.4273, -2.7326], [4.2259, 1.0856, -2.7537], [4.9072, -0.9057, -4.2756], [4.8705, 0.7285, -4.9993], [3.1429, -1.4650, -7.2849], [4.7860, -1.4507, -6.6334], [4.1243, -0.0011, -7.3650], [1.4673, 2.5117, 1.1716], [1.9776, 2.5667, 2.4795], [1.2798, 1.7192, 3.3506], [1.9721, 1.7296, 4.6906], [1.9353, 3.0125, 5.2482], [2.5504, 3.0498, 6.5104], [2.4254, 4.4555, 7.0613], [2.8507, 5.3615, 6.0700], [2.2501, 6.6109, 6.1870], [2.2495, 2.7783, 0.4588], [0.6356, 3.2186, 1.0467], [1.0970, 1.5187, 0.8823], [1.3520, 0.6812, 2.9899], [0.2225, 1.9770, 3.4633], [3.0229, 1.4182, 4.5393], [1.5528, 0.9802, 5.3783], [3.6151, 2.7771, 6.4157], [2.0617, 2.2945, 7.1422], [3.0593, 4.5967, 7.9438], [1.3663, 4.6318, 7.2906], [2.5623, 7.1261, 7.1138], [1.1585, 6.5181, 6.2124], [2.5863, 7.2276, 5.3576]], "forces_ev_per_angstrom": [[-0.22, 0.28, -0.10], [0.11, -0.17, -0.60], [0.10, -0.17, 0.29], [-0.20, 0.16, 0.23], [0.11, 0.25, 0.08], [-1.54, -0.34, -0.12], [0.45, 0.08, 0.02], [0.02, 0.19, -0.25], [1.35, 0.10, 0.74], [0.34, -0.30, -0.32], [-0.13, 0.09, -0.02], [-0.26, 0.05, -0.09], [-1.10, -0.14, 0.17], [0.34, -0.05, -0.02], [0.24, 0.12, -0.12], [0.12, 0.10, -0.05], [0.44, 0.25, -0.62], [-0.24, 0.04, 0.06], [-0.03, -0.12, -0.02], [-0.09, -0.26, 0.44], [0.13, -1.05, -0.55], [0.55, -0.21, -0.24], [-0.37, 0.51, 0.60], [-0.51, 0.81, 0.06], [0.19, 0.69, 1.16], [0.29, 0.02, -0.17], [-0.23, -0.56, -0.17], [0.24, -0.34, -0.31], [-0.12, 0.02, 0.13], [-0.17, -0.09, 0.15], [0.14, 0.03, -0.28], [-0.47, 0.09, 0.11], [-0.06, 0.19, -0.22], [-0.41, 0.21, -0.73], [0.40, -0.09, 0.35], [0.21, 0.13, 0.06], [-0.65, -0.43, -0.25], [-0.05, 0.61, -0.19], [-0.07, -0.05, 0.78], [0.62, -0.35, -1.11], [0.29, -0.09, -0.02], [0.18, -0.03, 0.13], [-0.06, -0.06, -0.10], [0.21, 0.37, 0.41], [0.10, -0.43, 0.34], [-0.09, -0.03, 0.00], [0.04, -0.03, -0.32], [0.06, 0.17, 0.13], [0.13, -0.20, 0.14], [0.09, 0.06, -0.08], [-0.04, -0.12, -0.07], [-0.08, 0.05, 0.12], [-0.17, -0.03, 0.21], [-0.12, 0.12, 0.27], [-0.34, 0.20, -0.47], [0.19, -0.06, -0.25], [0.19, -0.55, 0.54], [0.57, -0.30, -0.09], [-0.24, 0.23, 0.21], [0.32, -0.16, -0.39], [-0.19, -0.09, -0.34], [0.24, -0.32, -0.18], [0.10, 0.46, 0.55], [0.09, 0.12, 0.19], [0.02, -0.08, 0.01], [0.07, -0.04, 0.23], [-0.28, 0.06, -0.07], [-0.01, 0.10, -0.15], [-0.06, 0.17, -0.06], [-0.35, 0.10, -0.18], [-0.08, 0.01, 0.00], [0.14, 0.24, 0.37], [-0.27, -0.19, 0.26], [0.10, 0.10, 0.18], [-0.08, -0.09, -0.06], [-0.01, 0.13, -0.20], [-0.17, -0.06, -0.16]], "mulliken_charge": [0.94, 0.64, -0.28, -0.17, -0.22, 1.07, -0.57, -0.72, -0.54, 1.16, -0.57, -0.69, 0.57, -0.24, -0.24, -0.21, 0.63, -0.19, -0.25, -0.24, 0.84, -0.57, -0.66, -0.09, 0.84, -0.55, -0.65, 0.62, -0.21, -0.25, -0.29, -0.54, -0.39, -0.01, -0.60, -0.33, -0.30, -0.61, -0.21, -0.82, 0.35, 0.21, 0.15, 0.19, 0.25, 0.25, 0.39, 0.19, 0.36, 0.36, 0.33, 0.24, 0.30, 0.30, -0.53, -0.42, -0.22, -0.64, -0.18, -0.50, -0.63, -0.27, -0.76, 0.32, 0.29, 0.09, 0.23, 0.34, 0.32, 0.31, 0.30, 0.34, 0.36, 0.38, 0.29, 0.33, 0.24], "charge": -1, "e_above_lowest_kj_mol": 250.7, "homo_energy_ev": -6.7720, "energy_ha": -5180.35569, "multiplicity": 1, "gap_ev": 7.0}

***

{"formula": "C34H35N2OY", "method": "wB97M-V/def2-TZVPD", "species": ["C", "C", "C", "H", "C", "C", "H", "C", "C", "C", "H", "C", "C", "H", "H", "H", "H", "H", "H", "Y", "C", "C", "C", "H", "H", "H", "H", "H", "H", "C", "C", "H", "H", "O", "N", "C", "H", "C", "C", "H", "C", "H", "C", "H", "C", "H", "C", "H", "H", "H", "C", "C", "C", "C", "C", "C", "N", "C", "C", "C", "C", "C", "C", "H", "H", "H", "H", "H", "H", "H", "H", "H", "H"], "xyz": [[-0.9668, -2.7866, -1.0091], [-1.8332, -1.7213, -1.4193], [-1.0482, -0.7675, -2.1352], [-2.9077, -1.6633, -1.2599], [0.2952, -1.2410, -2.1787], [0.3483, -2.4887, -1.4857], [1.1104, -0.7743, -2.7328], [-1.4647, -0.5676, 2.5903], [-2.4621, -0.6478, 1.5709], [-2.4838, 0.6063, 0.8871], [-3.1344, -1.4847, 1.3799], [-1.5162, 1.4650, 1.4894], [-0.8677, 0.7216, 2.5226], [-1.4199, 0.1101, -2.6692], [1.2315, -3.1209, -1.3823], [-1.2682, -3.6998, -0.4957], [-0.1131, 1.1294, 3.2000], [-3.1758, 0.9004, 0.0920], [-1.2399, -1.3302, 3.3361], [-0.2796, -0.8083, 0.3270], [-1.3798, 2.9686, 1.3035], [-1.5213, 3.6573, 2.6818], [-2.4732, 3.5244, 0.3824], [-2.4703, 3.3817, 3.1645], [-1.5105, 4.7509, 2.5702], [-0.7038, 3.3848, 3.3628], [-3.4647, 3.3476, 0.8248], [-2.4438, 3.0685, -0.6149], [-2.3486, 4.6109, 0.2691], [0.0304, 3.3368, 0.7419], [0.4267, 2.7871, -0.5990], [0.7818, 2.9977, 1.4643], [0.0928, 4.4325, 0.6955], [0.7317, 1.5740, -0.7581], [0.5300, 3.6022, -1.6498], [1.1181, 3.1020, -2.9022], [0.4093, 4.6046, -1.5524], [0.0692, 2.6675, -3.8917], [0.3223, 1.6163, -4.7871], [1.3008, 1.1275, -4.7609], [-0.6618, 1.2102, -5.6923], [-0.4579, 0.3864, -6.3810], [-1.8982, 1.8703, -5.7223], [-2.6638, 1.5593, -6.4356], [-2.1436, 2.9337, -4.8463], [-3.0953, 3.4671, -4.8713], [-1.1576, 3.3327, -3.9338], [-1.3361, 4.1645, -3.2474], [1.7460, 2.2471, -2.6484], [1.7499, 3.8929, -3.3322], [5.0968, -1.4669, 1.0182], [4.2061, -0.4101, 1.2470], [2.8417, -0.6574, 1.4060], [2.3698, -2.0016, 1.3761], [3.2674, -3.0475, 1.0798], [4.6242, -2.7825, 0.9178], [1.0018, -2.2615, 1.6030], [0.5938, -3.3368, 2.3909], [-0.7424, -3.8192, 2.3020], [-1.1440, -4.9002, 3.0787], [-0.2321, -5.5345, 3.9331], [1.0794, -5.0564, 4.0420], [1.4783, -3.9392, 3.3116], [6.1659, -1.2679, 0.9139], [4.5758, 0.6170, 1.3074], [2.1342, 0.1607, 1.6161], [2.8753, -4.0651, 1.0130], [5.3071, -3.6115, 0.7252], [-1.4494, -3.3413, 1.6119], [-2.1781, -5.2464, 3.0104], [-0.5433, -6.4007, 4.5199], [1.8052, -5.5408, 4.6977], [2.4836, -3.5281, 3.4169]], "forces_ev_per_angstrom": [[-0.10, 0.08, -0.93], [0.47, -0.35, -0.68], [-0.10, -0.57, -0.24], [0.33, -0.02, 0.02], [-0.46, -0.67, -0.02], [-0.42, 0.10, -0.58], [-0.21, -0.08, 0.42], [-0.51, 0.37, 0.20], [0.06, 0.32, 0.51], [0.20, 0.31, 0.31], [0.26, 0.26, 0.11], [-0.44, -0.66, 0.17], [-0.38, -0.19, -0.29], [0.14, -0.20, 0.43], [-0.33, 0.29, 0.12], [0.17, 0.40, -0.12], [-0.23, -0.34, -0.24], [0.34, -0.24, 0.32], [0.01, 0.19, -0.41], [1.38, 1.83, 0.73], [0.24, -0.16, -0.28], [0.06, 0.08, 0.01], [-0.02, 0.02, 0.02], [0.27, -0.02, -0.21], [0.03, -0.20, -0.03], [-0.20, 0.01, -0.18], [0.28, 0.01, -0.19], [-0.02, 0.05, 0.14], [-0.02, -0.20, 0.00], [-0.21, 0.62, 0.28], [0.42, -2.22, 0.15], [-0.04, -0.02, -0.17], [0.01, -0.08, 0.09], [-0.78, 0.76, 0.77], [0.53, 0.67, -0.58], [-0.04, 0.17, 0.12], [-0.02, -0.45, 0.19], [-0.34, -0.16, -0.43], [-0.22, 0.25, 0.17], [-0.37, 0.05, -0.03], [0.00, 0.26, 0.09], [-0.11, 0.28, 0.25], [0.18, 0.04, 0.16], [0.22, 0.09, 0.24], [0.30, -0.03, 0.06], [0.24, -0.21, -0.03], [-0.14, -0.31, -0.33], [-0.08, -0.30, -0.25], [0.03, 0.16, 0.00], [-0.18, -0.15, 0.17], [0.05, 0.17, 0.01], [0.06, -0.19, -0.28], [-0.10, -0.84, -0.03], [-0.72, 0.05, 0.31], [0.37, 0.30, -0.05], [-0.38, 0.18, 0.08], [-0.08, 0.44, -0.10], [0.29, 0.31, -0.40], [0.50, 0.08, 0.12], [0.29, 0.06, 0.14], [-0.05, -0.17, 0.08], [-0.25, 0.32, -0.21], [-0.32, -0.35, 0.03], [-0.35, -0.02, 0.04], [-0.07, -0.35, -0.03], [0.36, -0.34, 0.06], [0.18, 0.33, 0.04], [-0.10, 0.29, 0.01], [0.35, -0.22, 0.38], [0.34, 0.02, 0.05], [0.06, 0.25, -0.18], [-0.31, 0.09, -0.08], [-0.33, -0.23, 0.02]], "mulliken_charge": [-0.27, -1.00, -0.02, 0.52, -0.34, -1.01, 0.53, -0.93, -1.02, -0.62, 0.49, 0.80, -0.93, 0.47, 0.48, 0.74, 0.45, 0.49, 0.73, 0.42, 2.36, -1.85, -2.23, 0.38, 0.49, 0.34, 0.50, 0.33, 0.41, -1.30, 0.22, 0.33, 0.48, -0.64, -0.02, -1.30, 0.33, 0.76, -0.25, 0.39, -0.64, 0.37, -0.46, 0.38, -0.64, 0.39, -0.14, 0.27, 0.35, 0.48, -0.51, -0.80, 0.01, 0.16, -0.09, -0.77, 0.38, 0.45, 0.14, -1.17, -0.55, -0.63, -0.60, 0.36, 0.38, 0.33, 0.55, 0.38, 0.32, 0.39, 0.35, 0.36, 0.48], "charge": 0, "e_above_lowest_kj_mol": 0.0, "homo_energy_ev": -6.4275, "energy_ha": -1539.78693, "multiplicity": 1, "gap_ev": 6.7}

***

> multiplicity of number 1 (C16H28F12KN2O14S4)?

1